1.
50
Properties=species:S:1:pos:R:3:forces:R:3:nbo_charge:R:1 method="wB97M-V/def2-TZVPD" gap_ev=8.21 smiles="Cc1ccccc1Cc1cc(-c2ccccn2)cc2c1C(=O)C=CC2=O.C[N+](=O)[O-]" charge=0 homo_energy_ev=-9.0 lumo_ev=-0.8 max_force_ev_per_a=0.881
C -0.4884 2.0107 -0.0600 -0.40 -0.16 -0.35 -0.63
C 0.1526 2.3992 -1.3681 0.10 0.10 0.19 -0.03
C -0.0236 3.7123 -1.8167 0.15 0.04 -0.36 -0.21
C 0.5369 4.1706 -3.0043 0.12 -0.44 0.13 -0.21
C 1.2989 3.2900 -3.7594 0.02 -0.38 0.20 -0.22
C 1.4705 1.9805 -3.3272 -0.15 0.26 0.16 -0.18
C 0.9094 1.5055 -2.1357 0.14 0.35 -0.44 -0.02
C 1.2044 0.0601 -1.7795 -0.34 0.05 -0.13 -0.45
C 0.1076 -0.7509 -1.1320 0.00 -0.33 0.41 0.04
C 0.4158 -1.4413 0.0452 -0.23 0.13 -0.33 -0.18
C -0.5254 -2.1775 0.7523 0.07 0.02 -0.11 -0.02
C -0.0986 -2.8755 2.0002 -0.15 0.08 -0.26 0.18
C -0.1951 -2.2130 3.2167 0.05 -0.26 0.07 -0.24
C 0.2218 -2.8744 4.3571 -0.02 0.12 -0.11 -0.16
C 0.7225 -4.1608 4.2388 -0.16 0.43 0.09 -0.26
C 0.7770 -4.7261 2.9764 0.08 -0.19 0.08 0.04
N 0.3804 -4.1128 1.8605 0.00 0.07 0.35 -0.41
C -1.8365 -2.2285 0.2956 0.31 0.04 -0.24 -0.16
C -2.1589 -1.5598 -0.8777 0.06 -0.10 0.12 -0.13
C -1.2056 -0.8468 -1.6048 0.43 0.14 0.19 -0.07
C -1.6303 -0.1890 -2.8737 -0.17 -0.17 0.47 0.51
O -0.8955 -0.0792 -3.8184 0.43 0.25 -0.61 -0.50
C -3.0373 0.2697 -2.9089 -0.15 -0.24 0.32 -0.23
C -3.9421 -0.3990 -2.1961 -0.01 0.70 -0.40 -0.24
C -3.5545 -1.5747 -1.3859 0.30 0.36 -0.13 0.52
O -4.3247 -2.4715 -1.1763 -0.58 -0.55 0.37 -0.50
H -0.6801 2.8798 0.5619 0.15 0.13 0.11 0.21
H -1.4641 1.5558 -0.2516 -0.06 -0.04 0.05 0.22
H 0.0788 1.2683 0.4852 0.21 0.01 0.22 0.23
H -0.6161 4.3943 -1.2220 -0.04 0.01 0.12 0.20
H 0.4072 5.1865 -3.3430 -0.12 0.13 0.08 0.21
H 1.7641 3.5902 -4.6855 -0.01 0.15 -0.09 0.21
H 2.0560 1.3088 -3.9399 0.00 -0.11 -0.01 0.21
H 2.0789 0.0167 -1.1321 0.08 0.01 0.13 0.22
H 1.4763 -0.4356 -2.7076 0.12 -0.07 -0.11 0.25
H 1.4247 -1.3857 0.4260 0.11 0.02 0.09 0.22
H -0.5674 -1.2037 3.2608 -0.06 0.13 -0.03 0.23
H 0.1613 -2.3741 5.3119 0.03 -0.04 0.14 0.22
H 1.0588 -4.6732 5.1256 0.08 -0.28 -0.06 0.22
H 1.1622 -5.7317 2.8706 0.03 -0.08 -0.16 0.19
H -2.5840 -2.7935 0.8287 -0.17 -0.04 0.02 0.24
H -3.2977 1.0993 -3.5459 0.03 0.05 -0.21 0.23
H -4.9772 -0.0989 -2.2397 -0.26 -0.29 0.06 0.23
C 3.0050 2.2223 2.4926 0.09 0.11 0.08 -0.49
N 2.1045 1.2932 3.2294 0.00 0.08 -0.01 0.54
O 2.0732 1.3641 4.4381 0.00 -0.02 -0.02 -0.36
O 1.4494 0.5257 2.5536 -0.02 -0.06 -0.02 -0.39
H 3.5173 2.8469 3.2143 -0.02 -0.02 0.03 0.23
H 3.7040 1.6143 1.9264 -0.05 -0.01 -0.06 0.24
H 2.3838 2.8121 1.8241 0.00 -0.07 -0.05 0.24

***

2.
48
Properties=species:S:1:pos:R:3:forces:R:3:nbo_charge:R:1 method="wB97M-V/def2-TZVPD" gap_ev=7.20 smiles="Cc1c(Cc2ccccc2)sc(/N=C/c2ccc3ccccc3c2)c1C(N)=O" charge=0 homo_energy_ev=-7.6 lumo_ev=-0.4 max_force_ev_per_a=2.210
C -0.5919 4.0172 1.5266 0.00 0.01 -0.05 -0.64
C -0.5747 2.7966 0.6632 0.01 0.19 -0.46 -0.05
C -0.4757 2.8476 -0.7016 -0.17 -0.38 0.18 -0.16
S -0.5069 1.2842 -1.4345 -0.12 -0.02 0.85 0.35
C -0.6857 0.5118 0.1586 0.25 2.08 -0.72 0.03
N -0.7627 -0.7978 0.3706 -0.12 -2.10 0.16 -0.43
C -0.7907 -1.6848 -0.5487 0.09 1.06 0.05 0.11
C -0.8924 -3.0850 -0.2287 -0.03 -0.99 -0.19 -0.03
C -0.8483 -4.0386 -1.2257 0.00 0.56 0.31 -0.16
C -0.9455 -5.4083 -0.9247 -0.04 -0.27 0.32 -0.08
C -0.9001 -6.4010 -1.9276 0.00 -0.14 -0.04 -0.17
C -0.9992 -7.7251 -1.6046 0.03 0.13 -0.23 -0.22
C -1.1482 -8.1181 -0.2654 -0.02 0.02 0.27 -0.20
C -1.1954 -7.1801 0.7294 -0.01 -0.21 -0.05 -0.18
C -1.0959 -5.8074 0.4313 0.04 0.11 -0.36 -0.05
C -1.1442 -4.8123 1.4355 0.02 0.21 0.02 -0.17
C -1.0453 -3.4918 1.1206 -0.02 -0.14 0.07 -0.20
H -1.0904 -2.7212 1.8740 -0.01 0.04 0.12 0.25
H -1.2647 -5.1237 2.4633 -0.01 0.00 0.10 0.21
H -1.3106 -7.4797 1.7615 -0.01 -0.04 0.09 0.21
H -1.2256 -9.1690 -0.0278 -0.01 -0.06 0.05 0.21
H -0.9639 -8.4794 -2.3770 0.01 -0.02 -0.08 0.21
H -0.7856 -6.0926 -2.9572 0.01 0.01 -0.10 0.21
H -0.7346 -3.7374 -2.2584 0.01 0.06 -0.11 0.21
H -0.7384 -1.4124 -1.6118 -0.02 -0.04 0.02 0.16
C -0.6911 1.4705 1.1484 -0.18 -0.64 -0.57 -0.16
C -0.8288 1.0898 2.5832 0.19 0.13 -0.02 0.67
O -1.7329 0.4236 3.0284 -0.28 -0.19 0.08 -0.58
N 0.1626 1.5924 3.3664 0.26 0.05 0.34 -0.82
H 0.1844 1.3299 4.3381 -0.04 0.00 -0.04 0.40
H 0.9649 2.0498 2.9721 -0.01 -0.05 -0.04 0.40
C -0.2931 4.0657 -1.5464 0.07 0.00 0.03 -0.48
C 1.0803 4.6495 -1.3200 0.00 0.14 -0.08 0.09
C 1.2455 5.9259 -0.8021 -0.04 -0.05 -0.07 -0.26
C 2.5136 6.4360 -0.5808 0.10 0.08 0.05 -0.19
C 3.6301 5.6720 -0.8711 0.07 0.10 0.05 -0.22
C 3.4735 4.3964 -1.3881 0.04 -0.08 -0.03 -0.20
C 2.2068 3.8891 -1.6105 0.02 0.05 -0.02 -0.24
H 2.0855 2.8938 -2.0139 0.00 -0.12 -0.02 0.22
H 4.3414 3.7962 -1.6194 0.07 -0.05 -0.02 0.21
H 4.6193 6.0691 -0.6971 0.08 0.03 0.01 0.21
H 2.6285 7.4324 -0.1792 0.01 0.08 0.03 0.21
H 0.3779 6.5290 -0.5739 -0.11 0.04 0.03 0.21
H -0.4077 3.7922 -2.5978 -0.09 0.12 0.00 0.23
H -1.0561 4.8083 -1.2982 0.00 -0.01 -0.09 0.23
H 0.4082 4.4457 1.6057 0.03 0.09 0.09 0.22
H -1.2417 4.7757 1.0936 -0.02 0.12 0.02 0.22
H -0.9545 3.7755 2.5217 -0.01 0.11 0.05 0.23

***

3.
54
Properties=species:S:1:pos:R:3:forces:R:3:nbo_charge:R:1 method="wB97M-V/def2-TZVPD" gap_ev=4.83 charge=0 homo_energy_ev=-7.3 lumo_ev=-2.4 max_force_ev_per_a=3.388
N 6.0645 0.7635 1.9974 -2.30 0.67 0.21 -0.33
C 4.9336 1.0594 2.0694 2.18 -0.54 -0.21 0.27
C 3.5315 1.3692 2.0967 -0.29 0.04 0.07 -0.17
C 2.6580 0.5735 2.8555 0.02 -0.02 0.00 -0.16
C 1.2870 0.7527 2.7588 -0.13 0.19 -0.50 -0.24
C 0.7432 1.6822 1.8243 1.14 0.05 0.18 0.01
C -0.6399 1.7137 1.4336 -1.42 -0.63 0.50 -0.38
C -1.5468 0.6575 1.5852 1.35 1.06 -0.16 0.27
N -2.8819 0.8852 1.7010 -0.13 -0.27 -0.38 -0.40
C -3.4466 2.2141 1.9156 0.03 0.15 0.14 -0.21
C -4.9669 2.0679 1.7370 -0.01 0.20 -0.02 -0.41
C -5.2443 0.5890 1.4336 0.00 -0.17 -0.28 -0.41
C -3.9011 -0.1483 1.5435 -0.40 -0.39 0.22 -0.21
C -1.0524 -0.7573 1.5911 0.02 -0.48 0.29 -0.11
C -0.0665 -1.1884 0.6816 -0.39 0.03 0.09 -0.12
C 0.3993 -2.5012 0.7053 0.06 0.03 0.12 -0.23
C -0.0718 -3.4078 1.6569 -0.31 0.23 -0.11 -0.20
C -1.0605 -3.0002 2.5557 0.16 0.15 -0.04 -0.22
C -1.5317 -1.6854 2.5317 0.21 -0.02 -0.11 -0.20
C 1.6444 2.6390 1.2813 -0.11 -0.49 -0.05 -0.22
C 3.0152 2.4514 1.3641 0.14 -0.03 0.13 -0.18
H 3.0734 -0.2062 3.5015 -0.19 0.31 -0.22 0.23
H 0.6121 0.1426 3.3623 0.28 0.12 -0.28 0.22
H -1.0214 2.6752 1.0860 0.06 -0.20 0.31 0.21
H -3.2106 2.5713 2.9309 0.15 -0.11 -0.24 0.20
H -3.0280 2.9440 1.2127 -0.14 -0.18 0.08 0.20
H -5.4916 2.3905 2.6415 0.10 -0.02 -0.18 0.21
H -5.3086 2.7000 0.9120 0.00 -0.07 0.20 0.22
H -5.9724 0.1630 2.1304 0.11 0.07 -0.17 0.22
H -5.6460 0.4686 0.4236 -0.02 0.05 0.16 0.21
H -3.7111 -0.7975 0.6742 0.07 0.30 0.25 0.21
H -3.9338 -0.8014 2.4262 0.02 0.14 -0.28 0.19
H 0.3451 -0.4828 -0.0422 -0.20 -0.14 0.19 0.21
H 1.1451 -2.8180 -0.0216 -0.18 0.12 0.29 0.24
H 0.3180 -4.4260 1.6726 -0.16 0.26 0.03 0.22
H -1.4635 -3.7019 3.2854 0.15 0.18 -0.12 0.22
H -2.2565 -1.3618 3.2793 0.25 -0.15 -0.20 0.21
H 1.2398 3.4931 0.7360 0.13 -0.30 -0.04 0.21
H 3.7126 3.1193 0.8505 -0.32 -0.18 0.20 0.23
O 2.3755 -2.5382 -1.8138 1.32 1.23 -1.56 -0.38
N 3.2728 -2.0049 -2.5043 1.04 -1.61 2.79 0.50
C 2.8918 -1.1743 -3.6073 -1.27 0.89 -0.83 -0.03
C 1.5723 -0.7394 -3.7725 1.38 -0.92 0.77 -0.08
C 1.3178 -0.2287 -5.0329 -0.87 0.18 -2.54 -0.05
N 0.1079 -0.1665 -5.7076 0.81 0.10 0.21 0.43
O -1.0466 -0.2936 -5.3463 1.00 0.19 -0.48 -0.34
O 0.4133 0.0125 -7.0852 0.66 0.44 1.44 -0.14
N 1.8026 0.0973 -7.2865 -0.08 -0.68 2.18 -0.09
C 2.3387 -0.1190 -6.0512 -2.85 -0.32 -1.37 0.28
N 3.6012 -0.4607 -5.8271 1.74 -0.03 1.44 -0.38
C 3.8783 -0.9356 -4.6218 -0.11 0.23 -1.25 0.11
O 4.4896 -2.1913 -2.2783 -2.37 0.58 -0.81 -0.35
H 0.7988 -0.8459 -3.0217 0.09 -0.28 -0.03 0.28
H 4.9169 -1.2133 -4.4237 -0.41 0.01 -0.04 0.24

***

4.
57
Properties=species:S:1:pos:R:3:forces:R:3:nbo_charge:R:1 method="wB97M-V/def2-TZVPD" gap_ev=5.07 charge=-2 homo_energy_ev=-1.2 lumo_ev=3.9 max_force_ev_per_a=0.748
Cs -0.4826 0.5706 -0.4408 -0.40 0.63 -0.06 0.93
S 3.6086 -1.6823 5.8119 -0.05 0.04 -0.07 -0.29
C 2.8677 -1.4587 4.3197 0.05 0.00 0.17 -0.58
S 1.3764 -2.1569 3.8733 0.02 -0.08 0.00 0.47
C 1.2532 -1.5784 2.2198 0.02 0.08 -0.11 -0.43
C 2.2841 -0.7749 1.8208 -0.12 -0.05 -0.11 -0.42
S 2.6264 0.0159 0.3020 0.18 -0.07 0.11 -0.54
S 3.5066 -0.5069 3.0547 0.07 -0.05 0.02 0.47
S -0.1721 -2.1528 1.3714 0.10 -0.12 0.03 -0.54
F -2.1976 1.6868 -2.8164 -0.06 0.12 0.12 -0.59
B -2.7376 2.9002 -2.2946 0.00 0.01 -0.03 1.35
F -2.5771 3.9280 -3.2365 0.00 -0.10 0.10 -0.58
F -2.0248 3.2209 -1.1030 -0.10 -0.09 -0.16 -0.59
F -4.0988 2.7185 -1.9961 0.18 0.00 -0.01 -0.58
C -0.4128 -5.7767 -3.8467 -0.02 -0.07 -0.06 -0.65
C -0.8765 -4.6505 -4.7301 -0.01 0.08 0.05 -0.03
C -1.4019 -4.9459 -5.9848 0.02 0.01 0.05 -0.22
C -1.8666 -3.9464 -6.8287 -0.01 0.00 -0.04 -0.22
C -1.8148 -2.6247 -6.4215 -0.01 0.02 -0.03 -0.23
C -1.2893 -2.3171 -5.1720 0.03 -0.03 0.02 -0.22
C -0.8058 -3.3076 -4.3185 -0.05 -0.12 -0.11 -0.36
Sb -0.1338 -2.5868 -2.3916 0.24 -0.15 0.16 1.14
C 1.9187 -3.2668 -2.2829 0.01 -0.06 -0.08 -0.30
C 2.4604 -3.1971 -0.9992 -0.05 0.02 0.08 -0.23
C 3.7879 -3.5094 -0.7513 0.01 -0.01 0.02 -0.21
C 4.6065 -3.8848 -1.8021 0.00 0.01 0.01 -0.21
C 4.0964 -3.8981 -3.0917 -0.01 0.02 0.00 -0.23
C 2.7661 -3.5745 -3.3596 0.01 -0.03 0.00 -0.07
C 2.3381 -3.5385 -4.8055 0.00 0.01 -0.04 -0.63
C -1.3760 -4.0330 -1.3729 -0.10 0.04 -0.01 -0.35
C -2.7145 -3.7554 -1.6521 -0.02 0.00 -0.03 -0.17
C -3.7496 -4.5240 -1.1413 -0.01 -0.04 0.04 -0.25
C -3.4469 -5.5971 -0.3185 0.00 0.01 -0.01 -0.22
C -2.1212 -5.8736 -0.0225 0.04 0.01 0.00 -0.21
C -1.0707 -5.1086 -0.5313 0.03 -0.02 0.07 -0.01
C 0.3335 -5.4581 -0.1306 -0.03 -0.06 -0.02 -0.65
H -0.2165 -6.6770 -4.4337 0.00 0.03 0.00 0.20
H -1.1714 -6.0157 -3.0981 0.02 -0.01 -0.03 0.24
H 0.4954 -5.5148 -3.3037 0.05 0.03 0.02 0.23
H -1.4470 -5.9822 -6.3056 0.00 0.01 0.01 0.19
H -2.2704 -4.2074 -7.8000 0.00 0.02 -0.01 0.20
H -2.1798 -1.8324 -7.0640 0.00 -0.02 0.00 0.21
H -1.2582 -1.2781 -4.8577 -0.01 -0.01 0.00 0.22
H 1.8388 -2.8708 -0.1700 0.03 -0.03 -0.05 0.26
H 4.1715 -3.4236 0.2585 0.00 0.00 -0.03 0.22
H 5.6491 -4.1286 -1.6301 -0.02 0.01 0.00 0.20
H 4.7511 -4.1399 -3.9236 -0.02 0.00 0.01 0.19
H 3.2180 -3.4581 -5.4464 -0.01 -0.01 0.00 0.20
H 1.6903 -2.6895 -5.0218 0.01 0.00 0.01 0.22
H 1.7916 -4.4347 -5.1046 -0.02 -0.02 0.03 0.21
H -2.9691 -2.9164 -2.2954 0.01 -0.01 0.01 0.20
H -4.7774 -4.2777 -1.3793 0.01 0.00 0.01 0.20
H -4.2348 -6.2108 0.1036 0.01 0.02 -0.02 0.20
H -1.8819 -6.7033 0.6348 -0.01 0.01 -0.01 0.20
H 0.3543 -6.4240 0.3778 0.01 0.01 -0.01 0.20
H 0.7131 -4.6965 0.5550 -0.02 0.00 -0.01 0.27
H 1.0060 -5.5019 -0.9884 -0.02 0.01 0.02 0.22

***

5.
62
Properties=species:S:1:pos:R:3:forces:R:3:nbo_charge:R:1 method="wB97M-V/def2-TZVPD" gap_ev=7.95 charge=0 homo_energy_ev=-8.1 lumo_ev=-0.2 max_force_ev_per_a=0.419
Bi 0.2091 0.2667 0.1953 0.29 -0.07 -0.16 1.78
N -0.2554 -1.6575 -1.5207 -0.20 -0.02 0.14 -0.71
N -1.6362 -1.6015 -1.8370 0.12 -0.10 0.16 -0.42
C -2.4544 -1.4196 -0.7710 -0.08 0.23 -0.34 0.71
N -3.7406 -1.7561 -0.8896 0.08 -0.17 0.07 -0.76
N -1.9197 -0.7088 0.2288 -0.01 -0.01 0.26 -0.59
N -2.4998 -0.7343 1.4879 0.13 0.26 -0.10 0.65
O -1.7304 -0.4772 2.3860 -0.06 -0.13 0.01 -0.35
O -3.6885 -0.9468 1.6166 -0.12 -0.08 0.10 -0.40
H 0.2715 -1.5062 -2.3727 0.01 -0.02 0.03 0.39
H -0.0696 -2.5954 -1.0749 0.02 -0.04 -0.23 0.42
H -1.9567 -2.3186 -2.4757 -0.01 0.00 0.02 0.39
H -3.9115 -2.6025 -1.4116 -0.02 0.01 -0.02 0.41
H -4.2669 -1.6776 -0.0280 -0.01 0.07 -0.04 0.44
C 2.9051 -6.1224 -0.2185 0.02 -0.08 -0.03 -0.64
C 3.1544 -4.7661 0.3652 -0.01 0.02 0.04 -0.04
C 3.6416 -4.5843 1.6525 -0.02 0.00 -0.01 -0.15
C 3.7750 -3.3076 2.1705 -0.02 0.03 -0.02 -0.26
C 3.3987 -2.2526 1.3579 -0.01 -0.01 0.05 0.13
Br 3.4893 -0.4830 2.0397 0.01 0.08 0.01 0.07
N 2.9481 -2.3808 0.1278 0.00 0.04 -0.01 -0.47
C 2.8411 -3.6193 -0.3502 -0.04 -0.02 -0.13 0.07
H 3.4904 -6.8879 0.2900 0.01 0.01 0.01 0.21
H 3.1569 -6.1509 -1.2791 -0.02 0.01 0.01 0.22
H 1.8482 -6.3755 -0.1205 -0.03 0.03 -0.02 0.25
H 3.9060 -5.4423 2.2586 0.01 -0.01 0.00 0.22
H 4.1420 -3.1300 3.1699 0.01 0.00 0.01 0.23
H 2.4704 -3.7088 -1.3670 -0.02 0.02 0.05 0.19
Br 2.6470 0.3458 -1.7970 0.06 -0.06 0.12 0.13
C 1.7567 1.5180 -2.9974 -0.05 0.00 -0.04 -0.06
C 2.4760 1.9521 -4.0712 0.00 -0.01 0.01 -0.22
C 1.8707 2.7799 -5.0364 0.01 0.00 0.03 -0.21
C 0.5635 3.1282 -4.8913 0.01 0.00 0.00 -0.20
C -0.1941 2.6854 -3.7790 -0.04 0.03 -0.04 0.03
C -1.5513 3.0703 -3.6689 0.01 -0.01 0.02 -0.19
C -2.2945 2.6784 -2.5999 0.02 -0.01 0.00 -0.21
C -1.7019 1.8936 -1.5898 -0.05 0.04 0.00 -0.24
C -0.3980 1.4706 -1.6487 0.04 0.03 0.07 -0.35
C 0.3936 1.8641 -2.7738 0.01 -0.05 0.00 -0.19
H 3.5090 1.6533 -4.1816 0.01 0.00 0.00 0.23
H 2.4486 3.1247 -5.8828 0.00 0.00 0.00 0.22
H 0.0754 3.7574 -5.6251 0.00 0.00 0.00 0.22
H -1.9781 3.6888 -4.4488 0.00 0.00 -0.01 0.21
H -3.3312 2.9751 -2.5078 0.00 0.00 0.00 0.22
H -2.3123 1.6446 -0.7314 0.00 0.00 0.00 0.22
Br -2.6923 5.8682 6.4797 -0.01 0.01 0.01 0.06
C -1.9125 4.7436 5.1719 0.03 -0.02 0.00 -0.06
C -2.6197 4.4615 4.0144 -0.01 0.02 0.04 -0.25
C -2.0465 3.6341 3.0630 -0.04 -0.02 -0.01 -0.16
C -0.7800 3.1031 3.2687 0.05 0.00 0.05 -0.11
C -0.0837 3.3998 4.4351 -0.01 0.00 -0.03 -0.16
C -0.6480 4.2203 5.3965 -0.03 0.01 -0.01 -0.25
C -0.1431 2.2165 2.2528 0.05 0.17 -0.12 0.77
O 1.0083 1.8027 2.3844 0.02 -0.07 -0.01 -0.67
O -0.8599 1.9265 1.2084 -0.22 -0.07 0.09 -0.84
H -3.6038 4.8825 3.8652 -0.01 -0.01 -0.01 0.23
H -2.5811 3.3946 2.1544 0.01 0.00 0.00 0.23
H 0.9014 2.9771 4.5759 0.01 -0.01 0.00 0.24
H -0.1172 4.4527 6.3085 0.00 0.00 0.01 0.23
O -2.0825 -3.6835 0.1419 0.06 0.10 -0.03 -0.59
N -1.1384 -4.4835 0.2592 0.10 -0.26 0.00 0.32
O -0.0977 -4.1995 -0.3792 -0.05 0.16 0.01 -0.58